Record 1
2 unconnected molecules or ions with the total composition H4N3P in a non-equilibrium geometry. Source: the Open Molecules 2025 dataset; level of theory: the ωB97M-V functional and the def2-TZVPD basis.

## Properties
Strongest force on any atom: 3.19 eV Å⁻¹
HOMO-LUMO gap: 0.369 hartree
HOMO: -10.05 eV
Lowest unoccupied orbital energy: -0.006 eV
Energy above the lowest of the compared OMol25 structures with the same formula, charge and spin: 330.8 kJ/mol
Electronic energy: -13818.80967 eV

Geometry as XYZ:
```
8
Properties=species:S:1:pos:R:3:forces:R:3:lowdin_charge:R:1
N 0.211110 0.224611 1.018906 -0.063 0.195 1.623 -0.0933
N 0.429564 0.292150 2.199815 0.871 2.423 -0.082 0.0028
N 0.143710 -1.025773 1.836326 -1.412 -2.835 0.391 -0.0464
H -0.848968 -1.139682 2.155543 0.701 -0.146 -0.649 0.0744
P 0.551392 0.615083 -1.535194 -1.044 0.304 -0.457 0.5987
H -0.753191 0.818789 -0.906838 0.801 0.290 -0.980 -0.1462
H 0.132088 -0.655305 -1.914522 0.204 -0.989 0.471 -0.1912
H 0.134294 0.870128 -2.854037 -0.057 0.758 -0.317 -0.1988
```
Forces are in eV/Å.



Record 2
A molecular structure, C55H45AsMoP2SSi in a non-equilibrium geometry. Source: the Open Molecules 2025 dataset; level of theory: the ωB97M-V functional and the def2-TZVPD basis.

## Properties
2S+1: 3
Strongest force on any atom: 1.24 eV Å⁻¹
Charge: +2
HOMO-LUMO gap (alpha / beta): 0.222 / 0.256 hartree
HOMO (alpha / beta): -13.36 / -13.53 eV
Lowest unoccupied orbital energy (alpha / beta): -7.335 / -6.565 eV
Electronic energy: -157738.25102 eV

Geometry as XYZ:
```
106
Properties=species:S:1:pos:R:3:forces:R:3:lowdin_charge:R:1
Mo 0.176694 0.439613 0.185224 0.658 -0.080 0.173 0.6211
C -1.944355 2.885668 2.260714 0.104 -0.065 -0.258 -0.1626
Si -1.827964 2.152701 0.520128 -0.785 0.777 0.366 0.6187
C -1.528913 3.544350 -0.738035 0.229 -0.320 0.176 -0.2773
C -2.483650 4.335672 -1.370082 -0.072 -0.027 0.003 -0.0612
C -2.092454 5.389902 -2.183760 -0.055 0.020 -0.016 -0.0430
C -0.746522 5.663786 -2.392739 0.038 -0.022 0.024 -0.0427
C 0.221509 4.882142 -1.781774 0.019 -0.017 -0.040 -0.0657
C -0.180167 3.836469 -0.957355 -0.152 -0.092 -0.113 -0.3804
P 0.954478 2.785943 -0.033469 0.483 1.124 0.008 0.8819
C 2.459676 2.775195 -1.050051 -0.117 -0.112 -0.153 -0.4012
C 3.682587 3.322402 -0.681023 -0.095 -0.096 0.093 -0.0742
C 4.755484 3.251691 -1.560486 0.049 0.000 0.042 -0.0507
C 4.618669 2.625093 -2.789733 0.035 -0.003 -0.016 -0.0532
C 3.401505 2.064247 -3.156226 0.009 -0.052 -0.005 -0.0556
C 2.326508 2.145398 -2.290150 -0.047 0.111 0.070 -0.1124
C 1.314558 3.707823 1.492444 0.034 -0.156 0.075 -0.3682
C 1.117501 3.150263 2.756160 0.254 0.054 -0.146 -0.1647
C 1.430923 3.874494 3.894217 -0.005 -0.034 0.057 -0.0527
C 1.934923 5.161912 3.781541 -0.013 -0.004 0.021 -0.0456
C 2.084494 5.741786 2.530325 0.002 0.075 -0.064 -0.0474
C 1.766613 5.023754 1.388846 -0.026 -0.068 -0.049 -0.0795
C -3.511732 1.371921 0.177173 0.436 -0.295 0.025 -0.2869
C -4.723839 2.043045 0.038241 -0.044 0.180 0.052 -0.0731
C -5.897910 1.341938 -0.193564 -0.010 0.025 -0.002 -0.0407
C -5.883755 -0.044156 -0.277636 0.058 -0.063 0.006 -0.0410
C -4.695137 -0.734678 -0.103497 -0.044 -0.037 0.036 -0.0687
C -3.521678 -0.020180 0.130098 -0.021 0.094 -0.126 -0.3908
P -1.957038 -0.814875 0.569654 -0.925 -0.475 0.284 0.9276
C -2.021030 -1.000143 2.375775 0.227 -0.026 0.054 -0.3713
C -3.235896 -1.008482 3.057934 0.028 0.055 -0.091 -0.0600
C -3.255692 -1.183920 4.433059 -0.027 0.007 -0.010 -0.0438
C -2.069189 -1.351091 5.134202 -0.011 -0.005 0.013 -0.0491
C -0.855201 -1.343770 4.461912 0.030 0.001 0.044 -0.0586
C -0.830622 -1.167790 3.087576 -0.074 -0.028 -0.076 -0.1230
C -2.244798 -2.477873 -0.099635 0.109 0.071 -0.243 -0.4062
C -2.426398 -3.599111 0.700621 0.057 0.085 0.053 -0.0754
C -2.816698 -4.798420 0.121497 -0.009 -0.075 0.019 -0.0523
C -3.032871 -4.878631 -1.245890 0.024 -0.032 0.009 -0.0556
C -2.843307 -3.762257 -2.050223 0.015 0.010 -0.075 -0.0559
C -2.449576 -2.565151 -1.479634 0.009 0.019 0.125 -0.1232
H -2.901004 3.405303 2.354773 -0.061 -0.058 -0.084 0.0497
H -1.150749 3.606801 2.446982 -0.195 -0.011 0.023 0.0144
H -1.906148 2.111783 3.031183 -0.009 -0.009 -0.003 0.0354
H -3.537167 4.127262 -1.244108 0.007 0.050 -0.034 0.0895
H -2.844436 5.999973 -2.667150 0.006 -0.014 -0.011 0.1182
H -0.451262 6.477111 -3.041868 -0.013 0.006 0.004 0.1184
H 1.272506 5.071507 -1.964712 -0.006 0.006 -0.003 0.1142
H 3.802036 3.790369 0.286683 0.028 0.033 0.002 0.1063
H 5.704170 3.688057 -1.277257 -0.001 -0.002 -0.012 0.1164
H 5.461517 2.576629 -3.466318 -0.002 -0.003 0.005 0.1157
H 3.291363 1.569716 -4.112792 -0.006 0.029 -0.001 0.1114
H 1.361251 1.746550 -2.583714 -0.010 -0.066 -0.104 0.0867
H 0.684017 2.165065 2.858999 0.096 -0.126 0.007 0.0666
H 1.272107 3.436839 4.871021 0.013 -0.003 -0.010 0.1174
H 2.195799 5.720919 4.670214 -0.026 0.005 0.000 0.1179
H 2.443207 6.758453 2.440985 0.001 -0.007 0.001 0.1178
H 1.857887 5.490877 0.416066 0.071 0.025 0.008 0.1091
H -4.767315 3.121847 0.120692 -0.022 -0.008 0.009 0.1027
H -6.831406 1.876394 -0.311210 0.012 0.017 0.001 0.1191
H -6.798881 -0.589297 -0.465754 -0.008 0.014 0.002 0.1188
H -4.686712 -1.816261 -0.139752 -0.035 0.011 -0.007 0.1139
H -4.160761 -0.871342 2.513108 -0.036 0.004 0.046 0.1110
H -4.202229 -1.187036 4.956791 0.009 -0.007 0.008 0.1186
H -2.090683 -1.488788 6.206977 -0.003 0.006 -0.001 0.1176
H 0.068192 -1.477567 5.010343 0.004 0.006 -0.022 0.1148
H 0.119714 -1.173955 2.563045 0.033 -0.007 0.053 0.0480
H -2.282864 -3.533567 1.771760 0.008 -0.030 0.007 0.1130
H -2.964343 -5.670889 0.744374 -0.003 0.011 0.005 0.1195
H -3.357959 -5.811489 -1.687661 0.013 -0.002 0.007 0.1183
H -3.021771 -3.821389 -3.116201 -0.001 0.001 0.009 0.1178
H -2.358292 -1.674760 -2.092665 -0.060 -0.131 -0.041 0.0967
S 2.281717 0.507522 1.186175 -0.500 0.050 0.017 0.7148
C 3.339721 -0.850326 0.797793 -0.193 -0.032 -0.043 -0.6113
C 4.660842 -0.780760 1.229687 0.016 0.057 0.033 -0.0904
C 5.527183 -1.813550 0.913605 0.038 0.002 0.010 -0.0432
C 5.072679 -2.918846 0.205113 0.012 0.013 0.001 -0.0383
C 3.746689 -2.992531 -0.194340 -0.147 -0.040 -0.038 -0.0818
C 2.880775 -1.937914 0.069507 0.083 0.015 0.019 -0.3889
As 1.020222 -1.927867 -0.451306 0.791 -0.844 -0.435 1.2772
C 0.714426 -3.820018 -0.145861 -0.195 0.082 0.124 -0.3825
C 0.459479 -4.707541 -1.180172 -0.002 0.250 -0.079 -0.1005
C 0.412928 -6.069834 -0.913360 -0.012 -0.051 -0.006 -0.0591
C 0.609631 -6.536693 0.376952 -0.024 -0.034 -0.049 -0.0548
C 0.859329 -5.644516 1.412467 -0.023 0.001 0.031 -0.0555
C 0.914338 -4.286782 1.151666 -0.009 0.166 0.015 -0.1153
C 1.046472 -1.684626 -2.373036 -0.157 0.095 0.004 -0.3676
C 0.087107 -0.825069 -2.906463 0.041 0.048 0.285 -0.1756
C 0.053160 -0.546643 -4.262793 -0.014 0.058 -0.066 -0.0628
C 0.995135 -1.131752 -5.097606 -0.027 -0.008 -0.016 -0.0505
C 1.954577 -1.990382 -4.576129 0.013 0.001 -0.010 -0.0462
C 1.981960 -2.270235 -3.218116 0.073 0.000 0.117 -0.0800
H 4.999854 0.071965 1.803832 0.002 -0.009 -0.002 0.1127
H 6.558799 -1.763193 1.235110 -0.008 -0.002 0.000 0.1207
H 5.752844 -3.725411 -0.032920 -0.015 -0.015 0.022 0.1199
H 3.378047 -3.876827 -0.700552 0.057 -0.008 -0.025 0.1103
H 0.307169 -4.341387 -2.187978 -0.018 -0.045 -0.016 0.1052
H 0.228512 -6.765760 -1.721377 -0.012 0.002 0.009 0.1176
H 0.572654 -7.599455 0.577057 0.015 0.008 -0.002 0.1163
H 1.022558 -6.010963 2.417377 -0.008 0.018 0.001 0.1158
H 1.133501 -3.587439 1.952529 -0.001 -0.062 0.032 0.1054
H -0.666414 -0.381512 -2.245399 0.023 0.026 -0.145 0.0579
H -0.701876 0.115103 -4.667183 0.015 0.008 0.007 0.1185
H 0.978559 -0.921562 -6.158769 0.000 -0.002 0.004 0.1183
H 2.688511 -2.443292 -5.229320 -0.013 -0.004 -0.008 0.1189
H 2.739431 -2.933680 -2.821404 0.017 -0.005 -0.007 0.1044
```
Forces are in eV/Å.



Record 3
A single C5H8N2O molecule in a non-equilibrium geometry. Source: the Open Molecules 2025 dataset; level of theory: the ωB97M-V functional and the def2-TZVPD basis.

## Properties
Strongest force on any atom: 5.31 eV Å⁻¹
HOMO-LUMO gap: 0.340 hartree
HOMO: -8.78 eV
Lowest unoccupied orbital energy: 0.486 eV
Energy above the lowest of the compared OMol25 structures with the same formula, charge and spin: 781.6 kJ/mol
Electronic energy: -10334.62563 eV

Geometry as XYZ:
```
16
Properties=species:S:1:pos:R:3:forces:R:3:lowdin_charge:R:1
C 0.005151 -1.563937 1.228088 2.262 0.606 4.771 -0.1638
N 0.995293 -0.737880 1.554221 -1.772 0.309 -1.853 0.0298
N 1.445504 0.573820 0.853375 1.354 -0.041 0.991 -0.0112
C 1.178038 1.431142 -0.081605 -0.899 -2.345 1.157 -0.1329
C 0.117789 1.573915 -1.184664 0.703 3.608 -2.754 -0.2323
O -0.679095 0.526201 -1.581403 -1.771 -1.718 0.624 -0.0782
C -0.581276 -0.228775 -0.403960 -3.643 -0.500 1.157 -0.2830
C -1.023041 -1.580858 0.123471 0.059 0.564 1.301 -0.1142
H -0.077595 -2.163438 2.298147 -0.207 0.623 -3.270 0.1665
H 1.867976 2.235968 0.090601 0.058 0.808 -0.729 0.0999
H 0.556303 1.805541 -2.207477 0.580 0.417 1.455 0.1434
H -0.513629 2.534050 -1.004757 0.845 -1.436 0.354 0.1526
H 0.374635 -0.580884 -0.411286 2.640 0.638 -0.326 0.0656
H -0.907792 0.415543 0.474053 0.821 -0.377 -1.145 0.1627
H -0.854467 -2.441136 -0.424546 0.510 -1.649 -1.733 0.0939
H -1.903794 -1.799272 0.677743 -1.541 0.494 -0.001 0.1011
```
Forces are in eV/Å.